{"formula": "C25H37FN7O2SSiW", "method": "ωB97M-V/def2-TZVPD", "elements": ["W", "C", "C", "N", "O", "C", "C", "N", "O", "H", "H", "H", "H", "H", "H", "H", "S", "C", "C", "C", "C", "C", "N", "H", "H", "H", "H", "C", "Si", "C", "C", "N", "C", "C", "C", "C", "C", "C", "F", "H", "H", "H", "H", "H", "H", "H", "H", "H", "H", "H", "H", "H", "C", "C", "N", "C", "N", "C", "C", "C", "N", "C", "H", "H", "H", "H", "H", "H", "H", "H", "H", "H", "H", "H", "H"], "positions_angstrom": [[0.3582, 0.2591, 0.6549], [2.6062, 2.5067, -2.3257], [1.7160, 1.5468, -1.6164], [1.7130, 1.4597, -0.2634], [2.7896, 2.1244, 0.2975], [0.8974, 0.5934, -2.2295], [0.6410, 0.3965, -3.6856], [0.3728, -0.2275, -1.3034], [-0.3524, -1.2317, -1.5852], [3.6390, 2.3603, -2.0121], [2.3367, 3.5343, -2.0758], [2.5239, 2.3754, -3.4013], [2.4548, 2.5609, 1.0947], [-0.0363, 1.1595, -4.0738], [0.1670, -0.5748, -3.8134], [1.5605, 0.4325, -4.2696], [1.9967, 0.5108, 2.7393], [0.4592, 0.5271, 3.5328], [0.2218, 0.5311, 4.9040], [-1.0849, 0.5740, 5.3422], [-2.1219, 0.6299, 4.4066], [-1.8140, 0.6244, 3.0698], [-0.5444, 0.5537, 2.6277], [1.0604, 0.5063, 5.5850], [-1.3098, 0.5743, 6.4005], [-3.1552, 0.6849, 4.7163], [-2.5894, 0.6856, 2.3175], [0.0018, 3.6582, 1.1229], [-1.4670, 3.0600, 0.0763], [-1.3915, 3.8453, -1.6443], [-3.0615, 3.5883, 0.9362], [-1.3430, 1.3015, 0.0310], [-2.4250, 0.5556, -0.4241], [-3.4103, 1.0107, -1.3125], [-4.4714, 0.2070, -1.6936], [-4.6067, -1.0852, -1.2058], [-3.6522, -1.5738, -0.3253], [-2.6113, -0.7530, 0.0192], [-1.6606, -1.2366, 0.9082], [-0.3230, 4.4766, 1.7696], [0.8099, 4.0443, 0.4979], [0.3907, 2.8784, 1.7805], [-0.7350, 4.7180, -1.6515], [-2.3833, 4.1926, -1.9428], [-1.0374, 3.1460, -2.4045], [-3.3392, 4.5886, 0.5960], [-2.9489, 3.6288, 2.0209], [-3.8919, 2.9183, 0.7049], [-3.3272, 2.0127, -1.7153], [-5.2022, 0.6002, -2.3880], [-5.4372, -1.7086, -1.5042], [-3.7083, -2.5705, 0.0924], [3.1759, -3.1270, -2.3540], [3.6526, -1.7745, -1.8601], [2.9451, -1.4459, -0.6277], [2.0524, -2.2395, 0.0038], [1.2166, -1.6854, 0.8858], [0.6142, -2.6473, 1.8145], [0.0097, -3.7873, 1.0073], [1.1524, -4.5138, 0.3254], [2.1256, -3.5615, -0.2101], [3.1250, -4.0586, -1.1527], [3.8417, -3.5069, -3.1266], [2.1695, -3.0378, -2.7701], [3.4596, -1.0009, -2.6069], [4.7273, -1.7967, -1.6661], [3.0199, -0.5100, -0.2700], [-0.1342, -2.1458, 2.4230], [1.3898, -3.0283, 2.4873], [-0.6569, -3.3635, 0.2555], [-0.5545, -4.4771, 1.6338], [0.7788, -5.1324, -0.4927], [1.6684, -5.1675, 1.0340], [2.8424, -5.0672, -1.4446], [4.1042, -4.1057, -0.6660]], "atomic_forces_ev_per_a": [[0.25, 0.30, 1.72], [-0.09, -0.01, 0.03], [-0.06, -0.34, 0.30], [-0.14, -0.03, -0.19], [0.15, 0.45, -0.02], [0.19, 0.11, -0.08], [-0.01, -0.02, 0.12], [-0.35, -0.84, -1.14], [0.19, 0.16, -0.33], [0.03, 0.03, -0.06], [0.02, 0.01, 0.02], [0.01, 0.01, 0.00], [-0.05, -0.14, 0.15], [-0.01, -0.01, -0.02], [0.01, 0.02, -0.08], [0.00, -0.01, -0.01], [-0.28, 0.09, -0.56], [0.10, 0.07, -0.38], [-0.12, 0.02, 0.15], [0.10, 0.00, -0.13], [-0.05, 0.03, 0.05], [-0.13, 0.03, -0.16], [-0.03, 0.05, 1.02], [-0.01, -0.01, 0.01], [0.03, 0.00, 0.01], [0.01, 0.00, 0.00], [0.05, -0.03, -0.04], [-0.31, 0.08, -0.25], [0.25, 0.43, 0.30], [-0.08, -0.13, 0.21], [0.19, -0.19, -0.19], [0.48, -0.32, 0.06], [-0.32, -0.27, -0.02], [0.19, 0.10, 0.04], [-0.09, -0.03, -0.04], [0.04, 0.05, 0.00], [0.03, -0.09, 0.05], [-0.15, 0.10, -0.03], [0.15, 0.25, -0.17], [-0.01, 0.02, -0.03], [0.04, -0.05, 0.01], [0.03, 0.03, 0.09], [0.02, -0.01, 0.04], [0.02, -0.03, -0.06], [0.03, -0.01, 0.01], [0.00, 0.01, 0.02], [0.05, -0.06, 0.00], [-0.02, 0.04, -0.01], [-0.02, -0.02, -0.02], [-0.01, -0.01, 0.01], [-0.01, 0.01, 0.00], [0.01, 0.00, -0.03], [-0.02, 0.03, 0.12], [-0.02, -0.02, -0.07], [-0.11, -0.17, -0.09], [0.18, 0.12, 0.22], [-0.17, 0.02, -0.59], [-0.08, -0.03, -0.04], [0.10, 0.08, -0.01], [-0.14, -0.04, 0.05], [-0.12, 0.09, -0.10], [0.11, 0.03, -0.03], [0.01, 0.00, 0.01], [0.02, -0.04, -0.05], [0.00, 0.02, 0.03], [0.00, 0.00, 0.00], [-0.05, 0.12, 0.05], [0.03, 0.02, 0.02], [-0.03, 0.05, 0.07], [-0.04, -0.03, 0.04], [0.03, -0.03, 0.01], [0.06, 0.01, -0.03], [0.00, -0.02, -0.03], [-0.04, -0.01, 0.05], [0.00, -0.06, -0.02]], "mulliken_spin": [1.201, -0.007, 0.069, -0.133, 0.004, -0.076, 0.026, 0.081, 0.334, 0.007, 0.005, 0.001, -0.003, -0.006, 0.001, -0.002, -0.027, 0.024, -0.005, 0.020, -0.007, 0.051, 0.043, -0.001, 0.001, 0.000, 0.003, 0.048, -0.005, 0.006, 0.002, 0.167, 0.013, 0.023, -0.011, 0.027, -0.009, 0.023, 0.037, 0.002, -0.001, -0.026, -0.001, 0.000, 0.000, 0.000, 0.000, 0.000, 0.001, 0.000, 0.002, -0.001, 0.003, -0.005, 0.012, -0.012, 0.063, 0.020, 0.001, 0.003, 0.008, 0.000, 0.000, 0.001, 0.001, 0.001, 0.002, 0.002, 0.000, 0.000, -0.001, 0.000, 0.001, 0.000, 0.000], "homo_ev": [-9.98, -10.52], "gap_ev": [7.0, 6.8], "total_charge": 1, "e_lumo_ev": [-2.98, -3.72], "spin_multiplicity": 3}


{"formula": "C25H37MnN2O4PSTe2", "method": "ωB97M-V/def2-TZVPD", "elements": ["Mn", "C", "C", "C", "C", "C", "C", "C", "S", "C", "O", "H", "H", "H", "H", "H", "H", "H", "H", "H", "H", "C", "C", "O", "P", "O", "Te", "O", "C", "C", "H", "H", "H", "H", "H", "H", "H", "H", "H", "H", "C", "C", "C", "C", "C", "C", "Te", "C", "C", "C", "H", "H", "H", "H", "H", "H", "H", "H", "H", "H", "H", "C", "C", "N", "C", "C", "N", "H", "H", "H", "H", "H", "H"], "positions_angstrom": [[0.1988, -1.1347, 0.1991], [8.5498, -1.4450, 0.0767], [7.1531, -0.9257, 0.1086], [6.1684, -1.4533, -0.7220], [4.8818, -0.9477, -0.7083], [4.5726, 0.1038, 0.1370], [5.5248, 0.6200, 1.0061], [6.8066, 0.1029, 0.9843], [2.9354, 0.8617, 0.0847], [3.1447, 1.6985, -1.5286], [1.9893, -0.2837, -0.2695], [8.6873, -2.1730, -0.7167], [8.7953, -1.9158, 1.0271], [9.2554, -0.6297, -0.0709], [6.4162, -2.2605, -1.3933], [4.1151, -1.3760, -1.3369], [5.2677, 1.4129, 1.6930], [7.5572, 0.4992, 1.6516], [3.4505, 0.9772, -2.2817], [3.9124, 2.4559, -1.4140], [2.2018, 2.1693, -1.8082], [1.6574, 4.3255, 1.7078], [0.4622, 3.4027, 1.8269], [0.0180, 3.0420, 0.4952], [-0.8774, 1.7571, 0.2884], [-0.3206, 0.5358, 0.9577], [-0.9838, 1.6080, -2.1323], [-2.2829, 1.9360, 0.9733], [-3.2841, 2.8942, 0.5998], [-4.2974, 2.9381, 1.7256], [1.9881, 4.6071, 2.7042], [1.3980, 5.2327, 1.1679], [2.4729, 3.8288, 1.1872], [-0.3646, 3.8940, 2.3426], [0.7219, 2.4872, 2.3689], [-3.7502, 2.5584, -0.3323], [-2.8183, 3.8691, 0.4368], [-4.7103, 1.9458, 1.8834], [-5.1028, 3.6209, 1.4714], [-3.8208, 3.2643, 2.6467], [-7.4288, 0.7636, 0.2332], [-6.1335, 0.2208, -0.2709], [-5.2289, -0.3833, 0.5947], [-3.9837, -0.8295, 0.1722], [-3.1084, -1.5632, 1.1498], [-3.6337, -0.6284, -1.1696], [-1.6293, -1.0333, -1.8809], [-4.5529, -0.0910, -2.0863], [-4.2499, 0.0451, -3.5454], [-5.7904, 0.3190, -1.6132], [-7.7107, 0.3151, 1.1828], [-8.2274, 0.6063, -0.4879], [-7.3304, 1.8394, 0.3856], [-5.5201, -0.5205, 1.6257], [-3.5287, -1.5115, 2.1528], [-2.0796, -1.1576, 1.1974], [-3.0437, -2.6166, 0.8679], [-3.5976, 0.9030, -3.7433], [-5.1673, 0.1857, -4.1105], [-3.7449, -0.8507, -3.9178], [-6.4997, 0.7339, -2.3130], [0.5260, -4.1388, 1.6483], [1.0170, -3.9861, 0.2569], [0.8832, -2.8588, -0.4360], [1.4706, -3.0768, -1.6609], [1.9495, -4.3487, -1.6996], [1.6488, -4.9068, -0.4892], [0.0998, -3.1730, 1.9711], [1.3388, -4.4085, 2.3213], [-0.2430, -4.9066, 1.7220], [1.4899, -2.3055, -2.4106], [2.4604, -4.8847, -2.4720], [1.8558, -5.8556, -0.2121]], "atomic_forces_ev_per_a": [[0.66, 0.40, -0.72], [0.14, -0.04, 0.06], [-0.18, 0.14, 0.04], [-0.07, 0.10, 0.07], [-0.19, -0.04, -0.10], [-0.39, 0.19, 0.23], [-0.20, 0.08, 0.02], [0.00, -0.07, -0.11], [0.76, -0.03, -0.95], [-0.26, 0.00, 0.48], [-0.55, -0.72, -0.02], [0.04, -0.06, -0.04], [0.07, -0.07, 0.05], [0.07, 0.02, -0.03], [0.03, -0.11, -0.08], [-0.06, -0.03, -0.13], [0.00, 0.11, 0.07], [0.04, 0.08, 0.08], [-0.01, -0.18, 0.11], [0.14, 0.11, 0.09], [0.02, -0.07, 0.14], [-0.31, -0.15, -0.11], [0.38, 0.28, 0.73], [-0.46, -0.55, -0.54], [-0.49, 0.54, 0.41], [0.05, 0.27, 0.40], [-0.06, 0.00, -0.05], [0.74, -0.23, -0.18], [-0.67, 0.40, -0.10], [0.30, -0.04, -0.16], [0.06, 0.00, 0.07], [-0.03, 0.05, -0.04], [0.09, -0.02, 0.01], [-0.01, -0.05, -0.06], [-0.05, 0.11, -0.09], [0.10, -0.01, 0.04], [0.01, -0.03, 0.00], [-0.07, -0.05, 0.00], [-0.06, 0.10, 0.01], [-0.04, 0.09, 0.07], [-0.08, 0.05, 0.01], [0.21, -0.13, -0.05], [-0.02, -0.02, -0.14], [0.29, 0.05, -0.11], [0.29, -0.06, -0.01], [0.17, -0.05, 0.03], [-0.47, 0.41, 0.34], [0.31, -0.13, 0.07], [0.20, -0.06, -0.12], [0.09, 0.02, 0.17], [-0.04, -0.02, 0.01], [-0.07, 0.00, 0.00], [-0.08, 0.06, 0.03], [0.04, -0.07, 0.16], [0.09, 0.00, 0.00], [-0.39, 0.02, 0.03], [0.02, -0.05, 0.05], [-0.07, -0.05, -0.01], [0.01, 0.01, -0.06], [-0.10, 0.11, -0.10], [-0.10, 0.06, -0.11], [-0.04, 0.08, 0.10], [-0.28, 0.37, 0.17], [0.28, -0.93, 0.27], [0.11, -0.23, -0.27], [-0.04, 0.48, -0.45], [-0.11, 0.01, 0.36], [0.14, -0.48, 0.02], [-0.01, 0.04, 0.08], [-0.06, 0.01, 0.03], [0.11, -0.06, -0.08], [0.08, -0.12, -0.14], [-0.02, 0.11, 0.04]], "mulliken_spin": [1.017, 0.000, 0.000, 0.001, -0.001, 0.001, -0.001, 0.000, 0.002, 0.002, 0.018, 0.000, 0.000, 0.000, 0.000, 0.000, 0.000, 0.000, 0.000, -0.001, 0.000, 0.000, 0.001, 0.000, -0.002, -0.010, 0.004, 0.001, 0.000, 0.000, 0.000, 0.000, 0.000, 0.000, 0.000, 0.000, 0.000, 0.000, 0.000, 0.000, 0.000, 0.000, 0.000, 0.000, 0.000, 0.001, -0.015, 0.001, 0.000, 0.000, 0.000, 0.000, 0.000, 0.000, -0.001, 0.008, 0.000, 0.000, 0.000, 0.000, 0.000, -0.005, 0.007, -0.036, 0.007, 0.003, 0.001, 0.003, 0.000, 0.000, -0.004, 0.000, 0.000], "de_lowest_ev": 0.0000, "homo_ev": [-13.73, -13.72], "gap_ev": [7.4, 7.4], "total_charge": 2, "e_lumo_ev": [-6.29, -6.29], "spin_multiplicity": 2}


{"formula": "C25H38As3IN3O2S2Ti", "method": "ωB97M-V/def2-TZVPD", "elements": ["Ti", "C", "As", "C", "C", "C", "C", "C", "As", "C", "C", "C", "As", "C", "C", "H", "H", "H", "H", "H", "H", "H", "H", "H", "H", "H", "H", "H", "H", "H", "H", "H", "H", "H", "H", "H", "H", "H", "H", "H", "H", "H", "O", "S", "O", "N", "C", "S", "C", "C", "C", "C", "C", "C", "H", "H", "H", "H", "C", "C", "N", "H", "H", "H", "I", "C", "C", "C", "C", "N", "C", "H", "H", "H", "H"], "positions_angstrom": [[-0.9467, -0.4333, -0.6304], [-1.8540, -2.0389, 2.8590], [-1.5147, -0.3137, 2.0383], [-3.0560, 0.6496, 2.7529], [-0.0270, 0.2206, 3.1980], [0.6438, 1.5902, 3.0267], [-0.3919, 2.7026, 3.2128], [1.3690, 1.7548, 1.6845], [0.3834, 1.8629, -0.0079], [1.9226, 2.2964, -1.1193], [-0.4617, 3.6208, -0.0007], [1.6815, 1.7535, 4.1607], [3.3932, 0.7586, 4.3764], [4.4788, 1.5681, 2.9513], [3.1208, -0.9891, 3.5227], [-2.0214, -1.9146, 3.9286], [-0.9993, -2.6888, 2.6861], [-2.7309, -2.4858, 2.3947], [-2.9838, 0.7361, 3.8364], [-3.9467, 0.0731, 2.5022], [-3.1468, 1.6436, 2.3192], [0.7068, -0.5752, 3.0598], [-0.3982, 0.1340, 4.2236], [-1.1910, 2.6424, 2.4730], [0.0741, 3.6861, 3.1235], [-0.8502, 2.6381, 4.2018], [2.0479, 0.9143, 1.5243], [1.9860, 2.6571, 1.7245], [2.4503, 3.1567, -0.7091], [1.5961, 2.5261, -2.1332], [2.5890, 1.4361, -1.1465], [0.1688, 4.3485, 0.5084], [-1.4368, 3.5905, 0.4800], [-0.5900, 3.9284, -1.0387], [1.1649, 1.6052, 5.1131], [2.0197, 2.7960, 4.1736], [4.4511, 2.6539, 3.0458], [4.1664, 1.2815, 1.9487], [5.5088, 1.2465, 3.1012], [2.4270, -1.5937, 4.1059], [4.0887, -1.4907, 3.5415], [2.7880, -0.9440, 2.4859], [1.4312, -0.8597, -0.8444], [1.3990, -2.2832, -0.4677], [2.4462, -2.7620, 0.3675], [-0.1224, -2.4343, 0.1275], [-0.9395, -2.8497, -0.8665], [-2.5866, -2.5313, -0.8103], [-0.2219, -3.4400, -2.0305], [-0.7442, -4.0775, -3.1406], [0.1436, -4.5168, -4.1168], [1.5158, -4.3138, -3.9891], [2.0419, -3.6556, -2.8819], [1.1443, -3.2370, -1.9236], [-1.8117, -4.2313, -3.2309], [-0.2362, -5.0335, -4.9880], [2.1833, -4.6748, -4.7598], [3.1052, -3.4863, -2.7772], [-4.8731, 2.2930, -1.2364], [-3.6623, 1.5079, -1.0634], [-2.7092, 0.8879, -0.9262], [-4.6433, 3.3513, -1.1249], [-5.6034, 2.0005, -0.4835], [-5.2864, 2.1144, -2.2277], [-3.5592, -1.2499, -6.0712], [-1.8349, -0.7282, -5.0358], [-0.6583, -0.4155, -5.6988], [0.4537, -0.0923, -4.9387], [0.3533, -0.0963, -3.5594], [-0.7820, -0.3983, -2.9172], [-1.8572, -0.7050, -3.6522], [-0.6117, -0.4227, -6.7794], [1.3947, 0.1602, -5.4068], [1.2089, 0.1302, -2.9389], [-2.7570, -0.9547, -3.1065]], "atomic_forces_ev_per_a": [[0.04, 0.00, 0.04], [0.00, 0.00, 0.00], [0.01, 0.00, -0.03], [0.00, -0.01, -0.02], [-0.01, -0.04, 0.00], [0.01, 0.01, 0.00], [0.00, 0.01, 0.01], [-0.01, -0.02, 0.01], [0.05, 0.01, -0.03], [0.00, -0.04, -0.04], [0.01, 0.00, 0.00], [-0.01, 0.02, -0.01], [0.01, 0.00, 0.02], [0.00, 0.00, 0.00], [0.00, -0.01, -0.02], [0.00, 0.00, 0.00], [0.00, 0.00, 0.00], [0.00, 0.00, 0.00], [0.00, 0.00, 0.00], [0.00, 0.00, 0.00], [0.00, 0.00, 0.00], [-0.03, 0.02, 0.00], [0.01, 0.00, 0.01], [0.00, 0.00, 0.00], [0.00, 0.00, 0.00], [0.00, 0.00, 0.00], [0.00, 0.00, 0.00], [0.00, 0.01, 0.00], [0.00, 0.01, 0.00], [-0.01, 0.02, 0.01], [0.01, 0.01, 0.01], [0.00, 0.00, 0.00], [0.00, 0.00, 0.00], [-0.01, 0.00, 0.00], [-0.01, 0.00, 0.00], [0.00, 0.00, 0.00], [0.00, 0.00, 0.00], [0.00, 0.00, -0.01], [0.00, 0.00, -0.01], [0.00, 0.00, 0.00], [0.01, 0.01, 0.00], [0.01, 0.00, 0.01], [-0.03, 0.07, -0.05], [-0.08, -0.20, 0.00], [-0.02, 0.05, 0.05], [0.03, 0.04, 0.04], [0.05, -0.05, -0.07], [0.00, 0.00, -0.01], [-0.03, 0.07, 0.06], [0.01, -0.03, -0.04], [-0.01, 0.01, 0.03], [0.00, 0.01, 0.01], [0.01, -0.01, -0.03], [0.02, 0.03, -0.02], [0.00, 0.00, 0.00], [0.00, 0.00, 0.00], [0.00, 0.00, 0.00], [0.00, 0.00, 0.01], [0.00, 0.00, 0.00], [0.01, 0.02, -0.01], [-0.06, -0.02, 0.02], [0.00, 0.00, 0.00], [0.00, 0.00, 0.00], [0.00, 0.00, 0.00], [0.01, 0.00, 0.00], [0.00, -0.01, -0.02], [0.00, 0.00, 0.01], [-0.01, 0.00, 0.00], [0.03, -0.03, 0.00], [-0.01, 0.03, 0.01], [0.01, 0.04, 0.04], [0.00, -0.01, 0.00], [0.00, -0.01, -0.01], [-0.01, 0.01, 0.02], [0.00, -0.02, 0.00]], "mulliken_spin": [1.644, 0.014, 0.049, 0.002, 0.014, -0.025, 0.005, 0.024, -0.001, 0.012, 0.002, 0.000, 0.000, 0.000, 0.000, -0.002, 0.001, -0.001, -0.001, -0.001, 0.000, 0.011, -0.001, -0.002, 0.000, 0.000, 0.014, 0.001, -0.001, 0.000, 0.000, -0.001, 0.000, -0.001, 0.000, 0.000, 0.000, 0.000, 0.000, 0.000, 0.000, -0.001, -0.006, -0.004, -0.005, 0.051, 0.127, -0.007, -0.081, 0.036, -0.006, 0.014, -0.008, 0.036, -0.001, 0.000, 0.001, 0.000, 0.000, 0.063, -0.040, 0.001, 0.001, 0.002, 0.000, -0.012, 0.012, -0.002, 0.052, -0.013, 0.029, 0.001, 0.000, -0.006, 0.011], "de_lowest_ev": 0.1730, "homo_ev": [-9.70, -10.35], "gap_ev": [6.8, 7.1], "total_charge": 1, "e_lumo_ev": [-2.91, -3.25], "spin_multiplicity": 3}